A 2-piece molecular cluster, H2N2O3 overall in a non-equilibrium geometry, computed with ωB97M-V/def2-TZVPD.

Each atom is followed by the atoms it is bonded to, with distances in Å.
Cartesian coordinates (Å):
1 N 1.96087 -1.68357 1.95845  O3 1.330, O5 1.294
2 N -0.82308 1.39606 -1.29660  O4 1.411, H6 1.027, H7 1.110
3 O 1.30123 -2.50452 2.77153  N1 1.330
4 O -1.42182 1.78801 -2.51311  N2 1.411
5 O 1.23221 -0.98357 1.15070  N1 1.294
6 H -0.58563 0.41322 -1.47757  N2 1.027
7 H -1.66378 1.57436 -0.59339  N2 1.110

The LUMO energy is 7.7 eV. Its charge is -2. Its relative energy (zero: lowest compared OMol25 entry of this formula, charge and spin) is 19.4 kJ/mol.